[1]
The following is a quantum chemistry calculation of a molecular structure, C52H65AsClIN2O6SeSn, from the OMol25 dataset.

Structure (XYZ):
```
130
Properties=species:S:1:pos:R:3:forces:R:3:lowdin_charge:R:1
C -5.22303 -2.65834 0.95070 0.05 -0.14 -0.04 -0.003
C -2.18792 2.35492 1.24372 -0.02 -0.01 0.03 -0.377
H -2.75488 -2.74434 4.47467 0.00 -0.01 0.00 0.084
C -5.82207 -2.04803 -0.15453 0.01 0.03 -0.04 -0.198
H 3.42191 -3.62520 -2.52276 0.01 0.01 0.00 0.080
C -1.72521 -1.92238 -2.91652 -0.02 0.01 -0.01 -0.400
H -0.95624 -4.99089 -6.77233 0.00 0.00 0.00 0.072
H -7.54554 -4.11329 0.48352 -0.01 -0.01 0.00 0.074
H 1.81622 -5.23133 -4.56035 0.00 -0.01 0.00 0.079
C -3.83436 2.86910 -0.46862 0.04 0.01 0.00 -0.183
H -7.73644 -1.91680 1.81683 0.00 0.00 0.00 0.075
H 1.75181 2.66218 6.89345 0.00 0.00 0.00 0.087
H -1.65947 2.62722 3.65976 0.00 -0.02 0.00 0.122
Sn -0.11587 -0.46854 0.10309 -0.08 0.10 0.01 1.263
C -7.79883 -1.36695 -1.58528 0.01 -0.01 -0.01 -0.074
H 3.92909 1.55300 -3.91926 0.00 0.00 0.00 0.002
O 1.75790 1.63466 1.88003 0.18 -0.09 0.00 -0.075
O -1.76379 -1.72558 0.64068 0.10 -0.15 -0.04 -0.276
C -3.08852 1.41321 1.76681 0.08 0.04 0.01 -0.021
H 0.96048 -6.24645 -3.38247 0.00 0.00 0.00 0.079
C 1.70481 -5.45419 -3.49588 -0.01 -0.01 0.01 -0.086
C -2.58284 3.05048 0.09650 0.00 0.03 -0.01 -0.666
C -7.81271 -3.55470 -0.41486 0.01 0.00 0.01 -0.056
C -3.01262 -1.90418 0.33184 -0.03 0.16 0.09 -0.367
H -4.98896 0.44785 1.59137 0.00 -0.02 0.01 0.101
O 1.30332 -1.87040 1.03213 -0.19 -0.18 -0.12 -0.218
C 3.21892 -3.92469 3.26852 0.01 0.00 0.01 -0.115
H -5.68141 1.78453 -0.37942 0.00 0.00 0.00 0.093
C 2.47873 -3.19270 -2.87330 0.01 0.00 0.00 -0.047
H -1.95320 -4.67018 1.35040 -0.01 -0.01 0.00 0.094
H -5.19433 -4.10474 3.29026 -0.02 0.05 0.00 0.066
C -7.33919 -2.09716 -0.32300 -0.01 0.01 0.00 -0.562
C -3.60938 -1.34986 -0.82028 0.05 0.02 0.00 -0.412
Cl 3.55608 -4.08835 5.97218 0.00 0.00 -0.01 0.581
C 2.76782 1.57256 4.00516 0.01 -0.02 -0.04 -0.275
C 1.24838 -4.62198 -1.20876 0.00 -0.02 -0.04 -0.037
H -1.52291 2.73697 5.74068 0.00 -0.01 0.00 0.106
C -1.98245 -3.67086 -4.57031 0.01 -0.02 -0.01 -0.194
H -3.62683 -6.35792 -6.01262 0.00 0.00 0.00 0.075
H 2.18678 -5.09372 -0.89646 0.01 0.01 -0.01 0.076
H 2.27630 -2.28246 -2.31414 0.00 0.00 0.00 0.045
H -4.39495 -5.20400 2.15471 -0.02 -0.02 0.01 0.088
H 0.17802 -0.56639 4.70346 0.07 0.06 -0.03 0.135
H -4.10525 3.42371 -1.35743 0.00 0.00 0.00 0.083
C -8.01208 -1.42492 0.88273 -0.01 0.00 0.00 -0.054
Se -2.51188 -0.39096 -2.06536 -0.02 0.00 -0.02 1.067
H 0.44375 -5.34996 -1.07224 0.00 0.00 0.01 0.089
C 0.00858 -3.59431 -3.13200 0.01 0.02 0.01 -0.079
H -1.14213 -3.27508 2.04406 -0.01 0.00 0.01 0.061
H 3.95178 -4.72058 3.21559 0.00 0.00 0.00 0.097
H 2.98414 3.26395 -1.60226 -0.02 0.01 0.01 0.008
H -4.56740 -4.22630 -6.82608 0.00 0.00 0.00 0.076
H -1.66514 -4.60137 3.09798 0.01 -0.01 0.00 0.080
C -1.89208 -4.45942 -6.95057 -0.01 0.01 0.00 -0.059
C -0.76076 2.54278 3.03048 -0.03 -0.01 -0.07 -0.111
C 3.27397 2.47030 -0.91177 -0.02 0.00 -0.01 -0.338
C -3.85947 -2.65577 1.20097 -0.08 -0.03 0.03 -0.080
C -0.47986 -2.41413 -2.47569 0.01 -0.07 -0.04 -0.366
H 4.94315 0.07689 -0.33420 0.00 0.00 -0.01 0.021
As 2.90183 0.73061 -1.73213 -0.02 0.09 -0.02 1.052
C -4.71940 1.95595 0.08799 -0.01 -0.03 -0.02 -0.112
H -9.10227 -1.46047 0.78766 0.00 0.00 0.00 0.076
C -3.15546 -2.29372 3.56041 0.06 0.08 -0.07 -0.033
H -0.36471 -5.05951 -4.61914 0.00 0.00 0.01 0.086
C 4.27104 0.85672 -3.15247 0.04 -0.05 0.03 -0.366
H 2.68537 2.54562 0.00350 0.00 -0.01 0.00 -0.006
H -7.70482 -0.37910 0.95515 0.00 -0.01 0.00 0.082
H -3.75379 -4.97283 3.78979 0.01 -0.01 -0.01 0.075
H -2.18131 -6.38463 -4.98979 0.00 0.00 0.00 0.074
H -5.35593 -0.94661 -1.94778 0.00 -0.01 -0.01 0.087
C 3.94961 0.88504 3.39272 0.01 0.02 0.00 -0.037
H 1.61780 -2.01930 5.55874 0.00 0.01 0.00 0.112
H 4.67759 0.64744 4.16701 0.00 0.01 0.00 0.068
H -2.47059 -1.50795 3.23795 -0.07 -0.04 0.03 0.055
H -4.72787 -3.64473 -5.16340 0.00 0.00 0.00 0.082
I -1.23340 4.37735 -0.78841 -0.01 0.00 0.00 0.822
C -1.92481 -4.00518 2.21795 0.00 -0.05 -0.05 -0.039
H -8.88889 -1.40989 -1.65941 0.00 0.00 0.00 0.078
O -0.87857 4.67742 5.41925 -0.02 0.01 -0.01 -0.072
H 2.59124 -2.93916 -3.93163 0.00 0.00 0.00 0.086
C 2.67468 -3.40610 2.12269 -0.01 0.01 -0.02 0.000
C 3.94413 -0.34323 -0.46947 -0.01 0.00 0.02 -0.324
C 1.32667 -1.88531 3.43694 0.03 0.03 -0.06 -0.119
C 1.71109 -2.35365 2.14494 0.17 0.14 0.14 -0.354
H -8.89975 -3.60260 -0.53650 0.00 0.00 0.00 0.075
C -4.22525 -4.46737 2.94391 -0.01 0.06 -0.01 -0.078
C -4.97400 -1.42320 -1.05427 -0.07 0.02 0.02 -0.092
H 3.41197 -0.34443 0.48158 0.01 0.03 0.01 -0.006
C -4.33497 1.21785 1.19859 -0.01 -0.03 -0.03 -0.084
H -0.38505 3.39719 6.91569 0.00 0.00 0.00 0.106
O 0.22412 -1.85990 -1.53603 -0.01 0.03 0.01 -0.317
C 1.68691 2.42928 5.83551 0.04 -0.03 0.01 -0.151
C -2.74789 -4.39288 -5.67732 0.01 0.00 -0.01 -0.564
N -0.90865 2.50849 1.75759 0.01 0.02 0.00 0.067
C -0.74611 -4.16793 -4.13710 -0.02 0.02 0.01 0.002
O -0.48037 -0.45062 2.81484 0.11 0.15 -0.08 -0.058
H -7.50085 -0.31670 -1.56724 0.00 0.00 0.00 0.079
H 4.40740 1.51165 2.62276 0.00 0.00 0.00 0.074
H 1.05760 -3.76153 -0.57118 -0.01 0.01 0.02 0.061
C 0.48993 2.42844 3.73913 0.03 0.06 0.08 -0.102
N 2.78159 1.84275 5.28136 -0.04 -0.01 0.02 0.087
H -2.74483 0.79454 2.58574 -0.03 -0.02 0.03 0.099
H -1.64395 -3.45291 -7.29341 0.00 0.00 0.00 0.087
C -3.29538 -3.34658 2.45149 -0.03 0.02 0.09 -0.517
H -5.86967 -3.17385 1.64950 0.00 -0.03 0.01 0.090
H -3.40007 -2.09517 -4.20542 0.00 0.00 0.00 0.084
H 4.01488 -1.37033 -0.82652 0.00 -0.02 0.00 0.006
H 5.22547 1.20448 -2.75058 0.00 -0.01 0.01 0.008
C -3.08537 -5.82142 -5.22649 0.00 0.00 0.00 -0.056
C 0.54571 2.70350 5.13162 -0.02 0.00 -0.03 -0.196
H -2.43026 -4.97743 -7.75112 0.00 0.00 0.00 0.074
C 1.33986 -4.20631 -2.68670 -0.01 -0.01 0.04 -0.526
H -7.38035 -1.82278 -2.48483 0.00 0.00 0.00 0.083
H 4.41019 -0.12237 -3.61332 -0.01 0.00 0.00 0.000
H -7.34477 -4.05193 -1.26679 0.00 0.00 0.00 0.087
H 3.63103 -0.02970 2.88548 0.01 0.00 0.02 0.062
C -0.61245 3.33790 5.85024 0.00 0.00 0.01 -0.229
H 4.33707 2.56313 -0.67647 0.00 0.00 -0.01 0.016
C 1.91250 -2.41694 4.59403 0.00 0.01 0.01 -0.075
H -3.70652 -5.79754 -4.32915 0.00 -0.01 0.00 0.088
C -2.44972 -2.53656 -3.93442 0.02 0.01 0.00 -0.082
C 1.65746 1.89078 3.09768 -0.05 0.03 -0.01 -0.363
C -4.05787 -3.68467 -6.02432 0.01 0.00 0.01 -0.077
H -0.65964 4.71930 4.48162 0.01 0.00 0.01 0.072
C 2.83846 -3.42182 4.51625 0.01 -0.01 0.00 -0.679
C 0.29217 -0.88385 3.64582 -0.18 -0.20 0.12 -0.200
H -3.87963 -2.66269 -6.36441 0.00 0.00 0.00 0.084
H 2.97129 -3.77679 1.14989 0.00 0.00 0.00 0.102
H -4.12488 -1.84171 3.79023 -0.01 -0.03 0.01 0.084
H 2.65963 -5.84157 -3.13152 0.00 0.00 -0.01 0.077
```
Forces are in eV/Å.

Results
Total charge ... -2
Calculated total energy ... -8191.0128 Eh
Orbital gap ... 6.0 eV
Largest force on an atom ... 0.0058 Eh/bohr
Molecular weight ... 1249.050 g mol⁻¹

[2]
The following is a quantum chemistry calculation of a molecular structure, C19H43LaO2P3 in a non-equilibrium geometry, from the OMol25 dataset.

Structure (XYZ):
```
68
Properties=species:S:1:pos:R:3:forces:R:3:lowdin_charge:R:1
C 1.70172 3.94247 0.31842 -0.12 1.57 0.54 -0.182
C -3.76166 1.18068 1.35149 -0.01 0.19 0.08 -0.055
C 2.57706 -4.22983 -1.47375 0.18 0.00 -0.06 -0.046
H -1.28650 -4.07440 2.64459 -0.21 0.30 -0.06 0.068
H 0.23829 -2.24870 4.92861 -0.21 0.21 -0.11 0.072
H -2.40237 -2.75219 3.12447 0.16 -0.11 -0.28 0.060
C -1.61488 -3.05078 2.41934 -0.37 0.07 -0.48 -0.239
H 3.73750 0.94013 1.63930 -0.08 0.18 -0.16 0.100
H 3.99686 1.28850 -0.96867 0.31 0.32 -0.18 0.074
H -3.59233 0.09505 1.37426 -0.06 0.17 0.05 0.082
H 0.04285 1.31625 -3.79902 0.00 0.27 0.07 0.068
C 1.63294 -3.27867 -1.11948 -0.02 0.19 0.25 -0.061
H -3.03873 2.99645 2.30916 -0.22 -0.24 0.09 0.132
H 3.97897 2.71763 1.61699 0.40 -0.09 0.44 0.104
H -0.79174 2.90462 -3.84940 0.26 -0.20 0.18 0.072
H 5.04364 -2.14240 -2.67606 -1.10 -0.10 0.49 0.131
C -1.64475 3.47872 -1.18893 0.06 0.05 0.14 -0.255
H -3.56918 1.56735 0.34173 -0.06 -0.12 0.23 0.046
H -2.73215 0.09984 -2.44934 0.03 0.44 -0.07 0.001
H -4.72664 -1.32563 -1.79729 0.35 -0.81 -0.06 0.068
C -3.06256 -2.44538 -2.54806 0.58 0.29 0.25 -0.078
H -3.92842 -2.51746 -0.60529 -0.21 -0.12 -0.65 0.044
H -0.97648 2.11294 2.81046 -1.08 -0.61 -0.65 0.118
H -2.72300 1.55835 -3.49786 -0.07 -0.10 0.35 0.073
H -3.53309 1.59559 -1.89851 0.26 -0.12 -0.21 0.053
P 2.30318 2.35044 0.28840 0.19 -2.00 -2.87 0.789
H 1.58069 -3.21967 1.51622 -0.02 -0.10 0.31 0.024
H -1.31769 -1.39741 4.65214 0.31 0.05 -0.01 0.057
H 0.68792 -3.54229 -0.62663 0.34 -0.20 -0.40 0.114
H 1.27115 1.53363 -0.16444 0.29 0.63 0.42 -0.127
H 0.22679 -0.51228 4.49791 -0.09 -0.26 0.23 0.036
C 1.20742 -3.07544 2.53989 0.51 0.09 -0.37 -0.248
C 3.23545 2.02870 -1.21585 0.18 0.49 0.49 -0.153
H -3.00444 -1.95696 -3.52833 -0.28 -0.40 0.30 0.065
C 3.23844 1.91361 1.69004 -0.07 -0.26 0.91 -0.149
H 2.63048 4.44574 0.59432 -0.06 0.82 0.04 0.099
P -1.10382 1.80720 -1.71736 -0.90 0.83 -0.90 0.714
H 3.61308 3.03322 -1.37650 0.85 -0.06 -0.75 0.081
C 4.06507 -2.43630 -2.22411 -0.38 -0.47 0.20 -0.049
H -2.24226 -3.13446 -2.30841 -0.50 0.06 -0.23 0.055
H 1.37818 4.30216 -0.65412 0.01 -0.06 -0.11 0.087
P -0.19232 -1.91018 2.56516 -0.34 -1.80 1.66 0.667
C -0.27050 -1.47792 4.33431 0.07 0.45 0.20 -0.258
H 0.87196 -4.03925 2.94515 0.19 0.28 -0.04 0.072
H -2.01180 4.01073 -2.07820 0.05 -0.03 0.34 0.076
H -0.81568 4.04265 -0.74202 -0.33 -0.02 -0.15 0.016
H 3.30130 -0.41086 -1.96250 -0.12 -0.54 -0.13 0.062
H -3.17359 1.57732 3.40740 -0.06 0.15 -0.25 0.135
C -2.93961 1.90835 2.38882 -0.10 0.11 0.15 -0.235
C 3.79976 -3.81113 -2.03188 -0.13 0.32 -0.02 -0.052
H 2.66480 1.66560 -2.08501 -0.08 0.37 0.54 0.071
H 2.01966 -2.67702 3.16139 -0.10 -0.16 -0.16 0.062
H -2.01623 -3.01462 1.39553 -0.04 -0.26 0.31 0.032
H 0.95316 4.14754 1.08242 0.03 0.02 0.04 0.092
C 3.09284 -1.47877 -1.83987 -0.61 -0.06 0.41 -0.022
H 2.33315 -5.29053 -1.28487 0.41 0.66 -0.29 0.131
H -2.45466 3.39814 -0.45147 0.22 0.11 -0.19 0.040
C -0.17204 2.23416 -3.23504 0.30 -0.27 0.06 -0.255
H 4.54371 -4.56066 -2.31716 -0.26 0.37 0.09 0.121
H 2.68811 2.02051 2.63106 0.21 0.10 -0.05 0.089
C -3.97428 -2.12347 -1.63337 0.10 0.89 0.48 -0.087
C 1.85340 -1.90127 -1.26889 2.26 -2.78 -1.17 -0.388
C -2.67351 1.19902 -2.45849 -0.11 -0.37 0.03 -0.240
O -1.52678 1.60788 2.15255 1.59 0.49 0.60 -0.299
O 0.85584 -1.16295 -0.78394 0.59 1.33 -0.55 -0.476
La -0.05028 0.08702 0.54168 -2.88 0.03 1.01 1.663
H -4.81757 1.36178 1.58402 0.15 -0.15 -0.17 0.114
H 0.77617 2.72889 -2.98712 -0.20 -0.03 -0.19 0.027
```
Forces are in eV/Å.

Results
Total charge ... +3
Calculated total energy ... -1954.8648 Eh
Orbital gap ... 5.7 eV
Largest force on an atom ... 0.0733 Eh/bohr
Molecular weight ... 535.379 g mol⁻¹